1.
A single C20H29N3O3S molecule at a distorted geometry, computed with ωB97M-V/def2-TZVPD.

```
56
Properties=species:S:1:pos:R:3:forces:R:3
C -3.758 -0.130 -2.468 -0.05 0.21 0.04
C -3.627 1.318 -1.988 -0.19 -0.16 -0.11
C -2.242 1.600 -1.485 -0.15 0.02 -0.04
C -1.210 1.753 -2.415 0.05 0.01 0.11
C 0.089 1.999 -2.029 -0.03 0.04 0.11
C 0.405 2.122 -0.673 -0.45 -0.12 -0.19
C 1.771 2.370 -0.256 0.69 0.30 1.06
C 2.328 2.658 0.966 -0.30 -0.17 -0.84
C 3.715 2.765 0.698 -0.41 -0.15 -0.40
C 4.806 3.066 1.656 0.07 0.00 -0.08
N 3.945 2.552 -0.573 1.24 0.23 0.40
O 2.758 2.309 -1.173 -1.06 -0.15 -0.09
C -0.617 1.986 0.260 0.56 0.15 -0.28
C -1.910 1.717 -0.142 -0.44 0.04 0.41
S -3.037 1.600 1.267 0.00 -0.08 0.59
O -2.777 2.736 2.099 0.32 -0.06 -0.04
O -4.386 1.345 0.856 0.21 -0.29 -0.21
N -2.536 0.279 2.138 -0.27 0.77 -0.31
C -2.643 -1.031 1.533 -0.11 -0.54 -0.09
C -1.301 -1.771 1.519 -0.25 0.29 -0.15
N -0.312 -1.028 0.759 -0.04 -0.10 0.25
C -0.247 -1.400 -0.643 -0.07 -0.16 -0.15
C 0.490 -2.721 -0.896 0.11 0.39 0.05
C 1.898 -2.667 -0.303 -0.12 -0.39 0.15
C 2.634 -3.989 -0.499 -0.06 0.33 -0.03
C 1.791 -2.305 1.179 -0.01 0.38 -0.23
C 1.018 -0.991 1.338 0.18 -0.19 0.12
H -3.649 -0.819 -1.633 0.02 -0.12 0.05
H -4.740 -0.286 -2.907 -0.08 -0.09 -0.06
H -3.002 -0.366 -3.214 0.05 -0.08 -0.06
H -4.355 1.503 -1.203 0.02 0.08 -0.27
H -3.834 1.985 -2.828 0.01 0.04 0.05
H -1.445 1.680 -3.467 -0.05 -0.01 -0.11
H 0.871 2.109 -2.765 0.04 0.01 -0.08
H 1.836 2.787 1.906 -0.18 0.03 0.21
H 4.640 4.039 2.116 0.05 0.04 0.04
H 5.758 3.072 1.133 0.09 0.02 0.03
H 4.830 2.316 2.445 0.05 -0.01 0.05
H -0.424 2.105 1.313 0.19 0.01 0.14
H -1.662 0.447 2.606 0.19 0.20 0.10
H -3.377 -1.621 2.096 0.03 0.01 -0.19
H -3.025 -0.897 0.519 0.00 -0.24 -0.04
H -0.961 -1.869 2.553 0.04 -0.08 0.01
H -1.470 -2.784 1.127 0.00 0.00 0.13
H -1.264 -1.449 -1.037 -0.02 0.07 -0.08
H 0.277 -0.596 -1.169 -0.07 -0.01 -0.08
H 0.539 -2.904 -1.971 -0.03 -0.08 -0.06
H -0.061 -3.549 -0.443 -0.02 -0.11 -0.01
H 2.458 -1.874 -0.811 -0.01 0.05 0.00
H 3.638 -3.932 -0.085 0.13 -0.06 0.04
H 2.104 -4.799 -0.001 -0.06 -0.12 0.06
H 2.711 -4.229 -1.557 0.04 -0.09 -0.12
H 1.272 -3.104 1.715 0.00 -0.11 0.06
H 2.786 -2.196 1.615 0.05 -0.05 0.07
H 0.935 -0.722 2.394 0.03 0.08 -0.01
H 1.567 -0.192 0.829 0.07 0.02 0.08
```
Forces are in eV/Å.

Summary:
HOMO in eV: -8.48
Multiplicity: 1
Maximum force in hartree/bohr: 0.026
Kohn-Sham gap in eV: 8.70

Löwdin atomic charge list, values in e, 2 entries: C -0.077; C -0.196



2.
A gas-phase ion, CH5FNO (charge +1) at a distorted geometry, computed with ωB97M-V/def2-TZVPD.

```
9
Properties=species:S:1:pos:R:3:forces:R:3
N 0.430 0.456 -0.342 -2.47 -3.20 -3.06
C -0.644 -0.285 0.567 -1.45 -2.12 -2.63
O -1.817 -0.616 -0.310 1.70 0.64 1.53
F -2.932 0.245 -0.072 1.20 -0.09 0.16
H 0.863 -0.241 -1.045 -1.11 1.14 1.04
H 1.183 0.710 0.185 2.64 1.42 2.17
H 0.063 1.260 -0.912 0.06 -0.80 0.88
H -0.348 -1.321 0.996 0.28 1.82 -1.24
H -0.829 0.367 1.357 -0.84 1.18 1.15
```
Forces are in eV/Å.

Summary:
HOMO in eV: -16.66
Multiplicity: 1
Maximum force in hartree/bohr: 0.099
Kohn-Sham gap in eV: 12.21
Total charge: +1

Löwdin atomic charge list, values in e, 2 entries: N 0.233; C -0.013



Copy entry 1 word for word.
A single C20H29N3O3S molecule at a distorted geometry, computed with ωB97M-V/def2-TZVPD.

```
56
Properties=species:S:1:pos:R:3:forces:R:3
C -3.758 -0.130 -2.468 -0.05 0.21 0.04
C -3.627 1.318 -1.988 -0.19 -0.16 -0.11
C -2.242 1.600 -1.485 -0.15 0.02 -0.04
C -1.210 1.753 -2.415 0.05 0.01 0.11
C 0.089 1.999 -2.029 -0.03 0.04 0.11
C 0.405 2.122 -0.673 -0.45 -0.12 -0.19
C 1.771 2.370 -0.256 0.69 0.30 1.06
C 2.328 2.658 0.966 -0.30 -0.17 -0.84
C 3.715 2.765 0.698 -0.41 -0.15 -0.40
C 4.806 3.066 1.656 0.07 0.00 -0.08
N 3.945 2.552 -0.573 1.24 0.23 0.40
O 2.758 2.309 -1.173 -1.06 -0.15 -0.09
C -0.617 1.986 0.260 0.56 0.15 -0.28
C -1.910 1.717 -0.142 -0.44 0.04 0.41
S -3.037 1.600 1.267 0.00 -0.08 0.59
O -2.777 2.736 2.099 0.32 -0.06 -0.04
O -4.386 1.345 0.856 0.21 -0.29 -0.21
N -2.536 0.279 2.138 -0.27 0.77 -0.31
C -2.643 -1.031 1.533 -0.11 -0.54 -0.09
C -1.301 -1.771 1.519 -0.25 0.29 -0.15
N -0.312 -1.028 0.759 -0.04 -0.10 0.25
C -0.247 -1.400 -0.643 -0.07 -0.16 -0.15
C 0.490 -2.721 -0.896 0.11 0.39 0.05
C 1.898 -2.667 -0.303 -0.12 -0.39 0.15
C 2.634 -3.989 -0.499 -0.06 0.33 -0.03
C 1.791 -2.305 1.179 -0.01 0.38 -0.23
C 1.018 -0.991 1.338 0.18 -0.19 0.12
H -3.649 -0.819 -1.633 0.02 -0.12 0.05
H -4.740 -0.286 -2.907 -0.08 -0.09 -0.06
H -3.002 -0.366 -3.214 0.05 -0.08 -0.06
H -4.355 1.503 -1.203 0.02 0.08 -0.27
H -3.834 1.985 -2.828 0.01 0.04 0.05
H -1.445 1.680 -3.467 -0.05 -0.01 -0.11
H 0.871 2.109 -2.765 0.04 0.01 -0.08
H 1.836 2.787 1.906 -0.18 0.03 0.21
H 4.640 4.039 2.116 0.05 0.04 0.04
H 5.758 3.072 1.133 0.09 0.02 0.03
H 4.830 2.316 2.445 0.05 -0.01 0.05
H -0.424 2.105 1.313 0.19 0.01 0.14
H -1.662 0.447 2.606 0.19 0.20 0.10
H -3.377 -1.621 2.096 0.03 0.01 -0.19
H -3.025 -0.897 0.519 0.00 -0.24 -0.04
H -0.961 -1.869 2.553 0.04 -0.08 0.01
H -1.470 -2.784 1.127 0.00 0.00 0.13
H -1.264 -1.449 -1.037 -0.02 0.07 -0.08
H 0.277 -0.596 -1.169 -0.07 -0.01 -0.08
H 0.539 -2.904 -1.971 -0.03 -0.08 -0.06
H -0.061 -3.549 -0.443 -0.02 -0.11 -0.01
H 2.458 -1.874 -0.811 -0.01 0.05 0.00
H 3.638 -3.932 -0.085 0.13 -0.06 0.04
H 2.104 -4.799 -0.001 -0.06 -0.12 0.06
H 2.711 -4.229 -1.557 0.04 -0.09 -0.12
H 1.272 -3.104 1.715 0.00 -0.11 0.06
H 2.786 -2.196 1.615 0.05 -0.05 0.07
H 0.935 -0.722 2.394 0.03 0.08 -0.01
H 1.567 -0.192 0.829 0.07 0.02 0.08
```
Forces are in eV/Å.

Summary:
HOMO in eV: -8.48
Multiplicity: 1
Maximum force in hartree/bohr: 0.026
Kohn-Sham gap in eV: 8.70

Löwdin atomic charge list, values in e, 2 entries: C -0.077; C -0.196